Computed, not measured: a structure of composition C24H17AsFeN3O6S, with ωB97M-V/def2-TZVPD.

Total charge = -1
HOMO-LUMO gap (spin up / spin down) = 6.55 / 6.53 eV
F_max = 0.9 eV/A
LUMO level (spin up / spin down) = 0.095 / 0.095 hartree

```
53
C24H17AsFeN3O6S (ωB97M-V/def2-TZVPD)
Fe 0.409 0.394 0.244
C 1.650 -1.381 4.006
C 1.692 -0.450 2.949
N 0.626 -0.077 2.293
C -0.584 -0.628 2.635
C -0.723 -1.555 3.681
C 0.454 -1.925 4.366
C -2.011 -2.073 3.975
C -3.081 -1.663 3.238
C -2.955 -0.729 2.182
C -1.726 -0.203 1.862
N -1.369 0.662 0.860
C -2.019 1.772 0.457
C -3.324 2.189 0.686
C -3.779 3.417 0.164
C -2.983 4.253 -0.567
C -1.622 3.906 -0.764
C -0.678 4.723 -1.425
C 0.630 4.348 -1.475
C 1.030 3.142 -0.871
N 0.176 2.341 -0.288
C -1.145 2.692 -0.241
H 2.565 -1.659 4.511
H 2.627 -0.011 2.620
H 0.397 -2.652 5.170
H -2.126 -2.802 4.769
H -4.059 -2.080 3.452
H -3.814 -0.481 1.577
H -3.994 1.575 1.266
H -4.807 3.708 0.349
H -3.367 5.182 -0.969
H -1.002 5.652 -1.881
H 1.367 4.965 -1.972
H 2.064 2.823 -0.860
O 1.741 1.076 -3.032
As 2.672 0.054 -1.917
O 4.227 0.458 -2.282
O 2.269 0.246 -0.296
C 2.319 -1.769 -2.481
C 3.378 -2.409 -3.111
C 3.256 -3.737 -3.498
C 2.079 -4.429 -3.260
C 1.014 -3.800 -2.631
C 1.137 -2.477 -2.238
S -0.191 -1.736 -1.316
O 0.263 -1.792 0.088
O -1.384 -2.480 -1.612
O -0.201 -0.316 -1.727
H 2.455 1.600 -3.421
H 4.286 -1.843 -3.280
H 4.088 -4.236 -3.982
H 1.990 -5.467 -3.559
H 0.082 -4.316 -2.441
```

Atom charges from the Mulliken analysis, given in e for atoms 1 to 8:
1 Fe 0.05
2 C -0.79
3 C -0.25
4 N -0.34
5 C 0.90
6 C 1.09
7 C -0.66
8 C -0.98


Computed, not measured: a structure of composition C24H17BCl3F4NO2PdS, with ωB97M-V/def2-TZVPD.

Total charge = -2
Energy above the lowest of the compared OMol25 structures with the same formula, charge and spin = 32.0 kcal/mol
HOMO-LUMO gap (spin up / spin down) = 5.06 / 5.27 eV
Spin multiplicity = 3
F_max = 0.5 eV/A
LUMO level (spin up / spin down) = 0.154 / 0.154 hartree

```
54
C24H17BCl3F4NO2PdS (ωB97M-V/def2-TZVPD)
Pd -1.998 -0.904 -1.065
Cl 1.937 -4.720 -5.876
C 1.260 -3.485 -4.832
C -0.047 -3.601 -4.379
C -0.560 -2.617 -3.565
Cl -2.217 -2.755 -3.022
C 0.168 -1.465 -3.127
O -0.300 -0.542 -2.400
C 1.492 -1.430 -3.652
Cl 2.478 -0.057 -3.219
C 2.032 -2.397 -4.473
H -0.660 -4.446 -4.659
H 3.050 -2.303 -4.825
O 0.522 -2.580 0.979
S 0.943 -1.199 0.574
C 2.525 -0.885 1.352
C 2.958 -1.730 2.360
C 4.200 -1.513 2.945
C 5.003 -0.467 2.512
C 4.568 0.360 1.482
C 3.330 0.149 0.895
C 0.034 0.001 1.404
C 0.414 0.829 2.487
C -0.331 1.827 3.051
C -1.776 2.093 2.692
C -2.496 0.774 2.766
C -2.214 -0.094 1.794
H 2.312 -2.548 2.655
H 4.543 -2.165 3.741
H 5.973 -0.301 2.968
H 5.197 1.172 1.136
H 2.974 0.785 0.093
H 1.400 0.675 2.908
H 0.109 2.403 3.857
H -2.202 2.815 3.393
H -3.165 0.519 3.577
H -2.543 -1.123 1.759
F -5.644 -2.048 -1.970
B -5.184 -1.057 -1.097
F -4.077 -1.605 -0.344
F -4.704 0.050 -1.804
F -6.190 -0.684 -0.203
N -1.266 0.277 0.764
C -1.292 1.653 0.337
C -2.009 2.613 1.233
C -1.620 4.032 0.981
C -0.823 4.397 -0.048
C -0.273 3.429 -0.927
C -0.482 2.068 -0.686
H -3.098 2.511 1.077
H -2.027 4.783 1.652
H -0.590 5.446 -0.203
H 0.349 3.739 -1.757
H 0.020 1.321 -1.291
```

Atom charges from the Mulliken analysis, given in e for atoms 1 to 8:
1 Pd 0.59
2 Cl -0.29
3 C 0.57
4 C -0.88
5 C 0.59
6 Cl -0.18
7 C -0.42
8 O -0.64


Computed, not measured: an isolated molecule of C24H17BrCl2N2O3 in a non-equilibrium geometry, with ωB97M-V/def2-TZVPD.

SMILES = O=c1n2c(c(O)n1-c1cc(Cl)cc(Cl)c1)C[C@H](Oc1ccc(-c3ccc(Br)cc3)cc1)C2
Energy above the lowest of the compared OMol25 structures with the same formula, charge and spin = 62.3 kcal/mol
HOMO-LUMO gap = 7.75 eV
F_max = 5.4 eV/A
LUMO level = 0.006 hartree

```
49
C24H17BrCl2N2O3 (ωB97M-V/def2-TZVPD)
O -1.467 0.371 3.222
C -1.459 -0.830 2.999
N -1.800 -1.265 1.757
C -1.459 -2.550 1.683
C -0.948 -2.999 2.865
O -0.367 -4.238 2.901
N -1.037 -1.887 3.793
C -0.208 -1.805 4.891
C 1.083 -1.170 4.796
C 1.947 -1.006 5.868
Cl 3.505 -0.299 5.839
C 1.640 -1.669 7.048
C 0.375 -2.260 7.218
Cl 0.073 -2.928 8.803
C -0.448 -2.400 6.111
C -1.439 -3.145 0.276
C -1.448 -1.799 -0.516
O -0.243 -1.727 -1.221
C -0.204 -0.564 -1.977
C 0.496 0.521 -1.532
C 0.694 1.666 -2.342
C 0.231 1.733 -3.701
C 0.611 2.956 -4.569
C 1.148 4.148 -3.949
C 1.566 5.170 -4.840
C 1.393 5.163 -6.222
Br 1.917 6.706 -7.195
C 0.904 4.011 -6.848
C 0.478 2.979 -6.001
C -0.647 0.677 -4.091
C -0.856 -0.439 -3.236
C -1.701 -0.615 0.442
H 0.451 -4.254 3.459
H 1.351 -0.857 3.784
H 2.347 -1.686 7.885
H -1.226 -3.143 6.196
H -2.409 -3.718 -0.012
H -0.638 -3.838 -0.053
H -2.297 -1.707 -1.160
H 1.107 0.397 -0.607
H 1.332 2.444 -2.059
H 1.383 4.182 -2.849
H 1.940 6.049 -4.560
H 0.666 4.064 -7.833
H -0.092 2.184 -6.354
H -1.184 0.577 -5.019
H -1.467 -1.228 -3.642
H -0.908 0.102 0.346
H -2.687 -0.076 0.208
```

Atom charges from the Mulliken analysis, given in e for atoms 1 to 8:
1 O -0.67
2 C 0.33
3 N 0.17
4 C -0.10
5 C 0.30
6 O -0.57
7 N 0.29
8 C -0.57


Computed, not measured: a structure of composition C24H17Cl5GaN5S3, with ωB97M-V/def2-TZVPD.

Total charge = +2
HOMO-LUMO gap = 8.59 eV
F_max = 0.4 eV/A
LUMO level = -0.197 hartree

```
55
C24H17Cl5GaN5S3 (ωB97M-V/def2-TZVPD)
Ga 1.245 -0.284 0.448
N 3.253 -0.943 -2.463
C 3.818 -0.872 -1.246
N 3.137 -0.759 -0.117
C 3.987 -0.797 0.990
C 5.295 -0.899 0.695
S 5.519 -0.964 -1.015
C 3.310 -0.894 2.275
C 3.819 -1.050 3.507
S 2.569 -1.411 4.639
C 1.399 -1.342 3.377
N 1.913 -0.997 2.198
N 0.121 -1.652 3.595
H 2.330 -0.556 -2.584
H 3.841 -0.939 -3.281
H 6.133 -0.988 1.366
H 4.851 -1.029 3.816
H -0.200 -1.918 4.511
H -0.528 -1.714 2.831
Cl -0.921 0.925 2.276
C -0.211 2.085 1.208
C 0.756 1.618 0.334
C 1.262 2.535 -0.576
Cl 2.421 1.994 -1.739
C 0.861 3.868 -0.597
Cl 1.504 4.958 -1.748
C -0.100 4.303 0.319
Cl -0.625 5.926 0.302
C -0.656 3.400 1.230
Cl -1.879 3.902 2.313
N 0.233 -1.671 -0.422
S -0.988 -1.615 -1.529
C -1.267 0.097 -1.875
C -0.627 0.605 -3.002
C -0.777 1.945 -3.314
C -1.581 2.751 -2.516
C -2.246 2.223 -1.417
C -2.096 0.884 -1.087
C -2.475 -2.054 -0.648
C -2.426 -2.562 0.636
C -3.610 -2.941 1.253
C -4.816 -2.814 0.580
C -4.846 -2.326 -0.721
C -3.671 -1.950 -1.349
H 0.788 -2.499 -0.614
H -0.053 -0.049 -3.650
H -0.287 2.356 -4.186
H -1.707 3.797 -2.766
H -2.889 2.855 -0.817
H -2.616 0.462 -0.237
H -1.469 -2.713 1.117
H -3.589 -3.353 2.253
H -5.737 -3.115 1.061
H -5.786 -2.244 -1.249
H -3.690 -1.575 -2.366
```

Atom charges from the Mulliken analysis, given in e for atoms 1 to 8:
1 Ga -1.19
2 N -0.30
3 C 0.47
4 N 0.31
5 C -0.21
6 C -0.35
7 S -0.14
8 C 0.03


Computed, not measured: a structure of composition C24H17CoN8O4SbSe4 in a non-equilibrium geometry, with ωB97M-V/def2-TZVPD.

Total charge = -2
Energy above the lowest of the compared OMol25 structures with the same formula, charge and spin = 77.2 kcal/mol
HOMO-LUMO gap (spin up / spin down) = 3.90 / 4.18 eV
Spin multiplicity = 2
F_max = 5.2 eV/A
LUMO level (spin up / spin down) = 0.103 / 0.113 hartree

```
59
C24H17CoN8O4SbSe4 (ωB97M-V/def2-TZVPD)
Co -0.937 0.093 -0.007
C -1.338 0.200 4.166
C -1.695 0.102 2.846
N -0.784 0.108 1.867
C 0.544 0.155 2.260
C 0.850 0.202 3.620
N -0.050 0.252 4.572
C 1.473 0.168 1.173
C 2.866 0.184 1.196
C 3.596 0.189 -0.007
C 2.867 0.188 -1.211
C 1.474 0.168 -1.189
N 0.834 0.156 -0.009
C 0.547 0.153 -2.277
C 0.855 0.201 -3.637
N -0.044 0.249 -4.591
C -1.333 0.202 -4.184
C -1.691 0.106 -2.864
N -0.781 0.102 -1.883
C 5.055 0.196 -0.006
C 5.813 0.201 -1.191
C 7.190 0.213 -1.133
N 7.895 0.224 -0.008
C 7.192 0.213 1.117
C 5.814 0.201 1.177
H -2.090 0.217 4.940
H -2.736 0.001 2.561
H 1.887 0.204 3.930
H 3.345 0.175 2.160
H 3.348 0.183 -2.174
H 1.892 0.205 -3.945
H -2.083 0.220 -4.960
H -2.734 0.016 -2.582
H 5.348 0.193 -2.164
H 7.780 0.217 -2.043
H 7.782 0.217 2.027
H 5.350 0.193 2.151
C -4.236 -1.914 -0.003
C -4.028 -0.450 -0.005
N -2.884 0.217 -0.007
C -3.192 1.553 -0.007
C -4.568 1.707 -0.004
N -5.062 0.421 -0.003
C -5.455 2.872 -0.001
O -4.883 4.064 0.000
O -6.666 2.723 0.001
C -2.078 2.517 -0.006
O -2.331 3.739 -0.004
O -0.933 2.000 -0.006
H -3.276 -2.428 -0.003
H -4.794 -2.227 -0.885
H -4.794 -2.222 0.880
H -6.046 0.202 0.000
H -3.859 4.015 -0.001
Se -1.796 -5.508 2.154
Sb -0.818 -4.579 0.080
Se -0.782 -1.978 0.012
Se 1.401 -5.640 -0.183
Se -2.224 -5.557 -1.705
```

Atom charges from the Mulliken analysis, given in e for atoms 1 to 8:
1 Co -2.27
2 C -0.57
3 C -0.05
4 N 0.58
5 C -0.28
6 C 0.02
7 N -0.70
8 C 0.11


Computed, not measured: a structure of composition C24H17IrN4O6S5 in a non-equilibrium geometry, with ωB97M-V/def2-TZVPD.

Total charge = +1
Energy above the lowest of the compared OMol25 structures with the same formula, charge and spin = 17.9 kcal/mol
HOMO-LUMO gap (spin up / spin down) = 6.43 / 4.37 eV
Spin multiplicity = 2
F_max = 2.0 eV/A
LUMO level (spin up / spin down) = -0.154 / -0.222 hartree

```
57
C24H17IrN4O6S5 (ωB97M-V/def2-TZVPD)
Ir 0.661 0.606 0.752
O -1.209 3.127 -2.785
C -0.756 2.618 -1.647
O 0.404 2.591 -1.329
C -1.839 2.109 -0.768
C -3.184 2.238 -1.061
C -4.114 1.780 -0.138
C -3.674 1.241 1.055
C -2.307 1.151 1.272
N -1.413 1.555 0.363
C -1.715 0.647 2.562
O -2.388 0.324 3.507
O -0.429 0.666 2.519
H -0.447 3.440 -3.301
H -3.489 2.699 -1.988
H -5.172 1.865 -0.349
H -4.342 0.895 1.831
O 1.979 -0.651 -4.421
C 0.673 -0.941 -4.347
C 0.051 -1.340 -5.533
C -1.288 -1.654 -5.546
C -2.057 -1.581 -4.381
C -1.456 -1.186 -3.211
C -0.091 -0.858 -3.166
C 0.478 -0.414 -1.898
O -0.312 -0.292 -0.890
N 1.774 -0.139 -1.831
N 2.066 0.322 -0.597
C 3.280 0.487 -0.186
C 3.449 0.945 1.203
C 4.670 1.223 1.782
C 4.705 1.694 3.089
C 3.521 1.880 3.777
C 2.317 1.580 3.158
N 2.290 1.113 1.912
H 2.305 -0.398 -3.536
H 0.654 -1.396 -6.428
H -1.748 -1.965 -6.474
H -3.107 -1.835 -4.402
H -2.029 -1.121 -2.295
H 4.109 0.264 -0.844
H 5.575 1.074 1.211
H 5.652 1.916 3.560
H 3.508 2.245 4.793
H 1.360 1.670 3.650
C -1.535 -3.299 0.409
S -2.190 -2.894 2.041
C -0.861 -2.432 3.066
C 0.383 -1.942 2.815
S 1.081 -1.614 1.289
S 1.342 -1.557 4.238
C 0.164 -1.918 5.449
S 0.331 -1.735 7.056
S -1.289 -2.599 4.743
H -2.403 -3.723 -0.095
H -0.756 -4.056 0.477
H -1.177 -2.431 -0.132
```

Atom charges from the Mulliken analysis, given in e for atoms 1 to 8:
1 Ir 1.91
2 O -0.45
3 C -0.02
4 O -0.52
5 C 0.61
6 C -0.45
7 C -0.57
8 C -0.60